No. 1
# C2H2O2S

A cluster of 2 separate species, C2H2O2S in total (ωB97M-V/def2-TZVPD, the OMol25 dataset).

Last column: Mulliken charge in e.
Geometry (Å):
C  -0.337  2.165  -0.069  -0.375
C  0.209  1.093  -0.375  -0.516
O  0.921  -2.228  1.245  -0.338
O  -0.436  -2.204  -0.865  -0.363
S  -0.325  -2.120  0.564  0.692
H  -0.447  2.997  0.465  0.389
H  0.414  0.297  -0.966  0.511

* E_LUMO: -1.11 eV
* frontier orbital gap: 9.74 eV

No. 2
# C2H2O2S

An isolated molecule of C2H2O2S (ωB97M-V/def2-TZVPD, the OMol25 dataset).

Last column: Mulliken charge in e.
Geometry (Å):
O  -1.199  -1.176  0.921  -0.448
C  -0.196  -0.618  1.220  0.221
C  0.612  0.181  0.153  0.437
O  1.747  0.594  0.457  -0.503
S  -0.382  0.522  -1.284  -0.154
H  0.448  -0.709  2.190  0.275
H  -1.217  -0.365  -0.899  0.171

* E_LUMO: -0.88 eV
* frontier orbital gap: 9.36 eV
* SMILES string: O=CC(=O)S

No. 3
# C2H2O2S

An isolated molecule of C2H2O2S (ωB97M-V/def2-TZVPD, the OMol25 dataset).

Last column: Mulliken charge in e.
Geometry (Å):
O  -1.409  -1.048  -0.045  -0.490
C  -0.997  0.144  0.096  0.000
C  0.497  0.527  -0.085  0.507
O  0.447  1.723  -0.033  -0.476
S  1.796  -0.526  0.035  -0.220
H  -1.481  0.969  0.224  0.483
H  1.146  -1.787  -0.192  0.197

* E_LUMO: -0.59 eV
* frontier orbital gap: 9.47 eV
* SMILES string: O=CC(=O)S

No. 4
# C2H2O2S

A structure of composition C2H2O2S (ωB97M-V/def2-TZVPD, the OMol25 dataset).

Last column: Mulliken spin population.
Geometry (Å):
C  0.448  -1.058  -0.742  1.017
C  0.005  -0.337  0.305  0.465
O  1.155  0.200  0.379  0.408
O  0.685  -0.858  -1.982  -0.062
S  -1.207  -0.453  1.529  0.061
H  0.382  -0.012  -2.371  0.103
H  -0.498  0.184  2.461  0.009

* expectation value of S²: 2.007
* E_LUMO (spin up / spin down): 0.58 / -1.45 eV
* frontier orbital gap (spin up / spin down): 6.71 / 8.57 eV
* 2S+1: 3

No. 5
# C2H2O2S2

A cluster of 2 separate species, C2H2O2S2 in total (ωB97M-V/def2-TZVPD, the OMol25 dataset).

Last column: Mulliken charge in e.
Geometry (Å):
C  1.274  0.684  -1.150  -0.115
C  -2.125  -0.524  -0.346  0.584
O  1.191  -0.347  1.573  -0.484
O  -2.026  -1.348  -1.151  -0.336
S  -2.354  0.798  0.449  -0.252
S  1.863  0.464  0.210  -0.004
H  0.502  0.383  -1.923  0.298
H  1.676  -0.110  2.339  0.308

* E_LUMO: 0.20 eV
* frontier orbital gap: 9.65 eV

No. 6
# C2H2O3

An isolated molecule of C2H2O3 (ωB97M-V/def2-TZVPD, the OMol25 dataset).

Last column: Mulliken charge in e.
Geometry (Å):
O  2.000  0.382  -0.119  -0.398
C  0.969  0.030  0.370  0.062
C  -0.405  -0.062  -0.392  0.315
O  -1.573  -0.378  0.289  -0.259
O  -1.251  0.964  -0.043  -0.243
H  0.760  -0.553  1.388  0.218
H  -0.499  -0.385  -1.493  0.305

* E_LUMO: 0.00 eV
* frontier orbital gap: 10.69 eV
* SMILES string: O=CC1OO1

No. 7
# C2H2O3

An isolated molecule of C2H2O3 (ωB97M-V/def2-TZVPD, the OMol25 dataset).

Last column: Mulliken charge in e.
Geometry (Å):
O  1.914  0.051  -0.032  -0.356
C  0.926  -0.530  0.048  0.032
C  -0.536  -0.145  -0.123  0.555
O  -1.617  -0.788  0.011  -0.498
O  -0.743  1.234  0.045  -0.455
H  0.987  -1.584  0.234  0.366
H  0.240  1.655  0.032  0.357

* E_LUMO: -1.13 eV
* frontier orbital gap: 9.78 eV
* SMILES string: O=CC(=O)O

No. 8
# C2H2O3S

A cluster of 2 separate species, C2H2O3S in total (ωB97M-V/def2-TZVPD, the OMol25 dataset).

Last column: Mulliken charge in e.
Geometry (Å):
C  -0.368  0.229  -1.092  -0.272
C  -0.301  0.154  0.101  0.101
O  1.317  0.785  3.555  -0.450
O  1.136  2.612  1.950  -0.410
O  -0.263  0.036  1.409  -0.563
S  0.478  1.754  2.895  0.827
H  -0.415  0.381  -2.128  0.402
H  0.318  -0.684  1.685  0.366

* E_LUMO: -0.51 eV
* frontier orbital gap: 9.74 eV

No. 9
# C2H2O3S

A cluster of 2 separate species, C2H2O3S in total (ωB97M-V/def2-TZVPD, the OMol25 dataset).

Last column: Mulliken charge in e.
Geometry (Å):
C  -0.825  -0.108  0.107  -0.029
C  -0.541  0.483  1.461  -0.249
O  1.018  0.670  -1.635  -0.409
O  1.006  -1.588  -2.466  -0.386
O  0.029  -0.706  0.826  -0.108
S  0.258  -0.390  -2.264  0.737
H  0.280  1.300  1.650  0.208
H  -1.225  0.338  2.321  0.237

* E_LUMO: -0.66 eV
* frontier orbital gap: 9.52 eV

No. 10
# C2H2O3S

A cluster of 2 separate species, C2H2O3S in total (ωB97M-V/def2-TZVPD, the OMol25 dataset).

Last column: Mulliken charge in e.
Geometry (Å):
C  1.273  0.972  -0.013  0.998
C  0.896  -0.248  -0.081  -1.332
O  1.748  2.006  0.052  -0.297
O  -1.918  -0.582  1.238  -0.408
O  -1.890  -0.646  -1.191  -0.406
S  -1.693  0.126  0.033  0.711
H  1.325  -0.894  -0.749  0.314
H  0.259  -0.735  0.712  0.420

* E_LUMO: -0.78 eV
* frontier orbital gap: 9.16 eV

No. 11
# C2H2O3S2

An isolated molecule of C2H2O3S2 (ωB97M-V/def2-TZVPD, the OMol25 dataset).

Last column: Mulliken charge in e.
Geometry (Å):
C  -0.904  -0.420  -0.768  0.025
C  0.645  0.661  0.613  -0.034
O  -2.222  -2.194  -1.940  -0.480
O  2.315  1.223  2.521  -0.484
O  0.599  0.193  -0.642  -0.253
S  -0.834  -1.805  -1.647  0.361
S  2.194  0.537  1.274  0.314
H  -1.764  0.314  -0.414  0.287
H  -0.028  1.491  1.004  0.265

* E_LUMO (spin up / spin down): -1.14 / -1.14 eV
* frontier orbital gap (spin up / spin down): 7.91 / 7.91 eV

No. 12
# C2H2O3Yb

A structure of composition C2H2O3Yb (ωB97M-V/def2-TZVPD, the OMol25 dataset).

Last column: Mulliken charge in e.
Geometry (Å):
H  -0.747  1.194  2.029  0.390
O  0.502  2.249  0.713  -0.102
O  0.092  1.477  -0.429  -0.059
C  0.207  1.020  1.507  0.267
C  0.235  0.353  0.178  -0.228
Yb  -0.633  -1.876  -1.150  1.818
O  1.027  0.062  2.165  -0.435
H  1.813  -0.246  1.697  0.349

* total charge: +2
* E_LUMO: -10.77 eV
* frontier orbital gap: 8.03 eV

Q: Which energy relative to the best compared isomer or geometry (same formula, charge and spin) values were calculated for the entries above? A: 60.7; 13.0; 34.2; 76.8; 60.2; 107.0; 32.1; 81.1; 110.0; 56.4; 47.1; 29.2, in kcal/mol.
Q: Which calculated total energy values were calculated for the entries above? A: -17033.392; -17035.459; -17034.540; -17030.172; -27868.994; -8243.958; -8247.203; -19080.928; -19079.674; -19081.998; -29914.186; -39752.517, in eV.